C13H8BCl3F3GeNRhS2 as an isolated structure at a distorted geometry, computed with ωB97M-V/def2-TZVPD.

The geometry in XYZ format:
```
33
Properties=species:S:1:pos:R:3
Rh -0.059 0.140 -0.064
S 2.550 0.088 0.059
C 2.190 -1.568 -0.060
N 0.874 -1.910 -0.079
C 0.676 -3.216 -0.046
C -0.573 -3.882 -0.047
C -0.595 -5.250 -0.008
C 0.593 -5.997 0.033
C 1.838 -5.369 0.046
C 1.884 -3.995 0.011
S 3.286 -2.954 0.032
H -1.469 -3.284 -0.063
H -1.544 -5.763 -0.001
H 0.540 -7.074 0.039
H 2.749 -5.944 0.096
Cl -1.717 -0.456 1.569
Ge -3.496 -0.413 -0.065
Cl -4.011 -2.547 0.005
Cl -1.692 -0.516 -1.697
F 3.342 3.653 -0.040
C 2.065 3.234 -0.020
C 1.414 3.008 -1.229
C 0.083 2.651 -1.214
C -0.647 2.532 0.017
C 0.100 2.698 1.231
C 1.432 3.051 1.207
H 1.956 3.122 -2.155
H -0.463 2.566 -2.144
H -0.416 2.614 2.178
H 1.993 3.196 2.117
F -2.953 2.410 1.096
B -2.181 2.459 0.005
F -2.902 2.316 -1.119
```

Its lowest unoccupied orbital energy (spin up / spin down) is -1.96 / -1.50 eV. Its total charge is 0. Its spin multiplicity is 2. The value obtained for the total energy is -5244.0628 a.u. As for the relative energy (zero: lowest compared OMol25 entry of this formula, charge and spin): 32.4 kcal/mol. As for the HOMO energy (spin up / spin down): -8.03 / -8.08 eV. As for the expectation value of S²: 0.807. Its HOMO-LUMO gap (spin up / spin down) is 6.07 / 6.58 eV.

---

C24H29IrN3OS2 as an isolated structure at a distorted geometry, computed with ωB97M-V/def2-TZVPD.

The geometry in XYZ format:
```
60
Properties=species:S:1:pos:R:3
Ir 0.021 -0.102 0.092
C 2.789 1.470 -0.096
N 2.394 0.041 -0.065
C 2.710 -0.656 -1.323
C 2.049 -0.012 -2.516
N 0.602 0.175 -2.313
C -0.181 -0.910 -2.958
C 0.208 1.457 -2.866
C 0.427 1.755 -4.197
C 0.078 3.002 -4.712
C -0.483 3.975 -3.888
C -0.705 3.697 -2.560
C -0.357 2.437 -2.032
S -0.642 2.176 -0.361
C 3.036 -0.565 1.089
C 4.267 -1.202 1.027
C 4.915 -1.590 2.189
C 4.344 -1.327 3.426
C 3.094 -0.738 3.496
C 2.421 -0.384 2.328
S 0.787 0.197 2.419
H 3.843 1.558 -0.373
H 2.656 1.908 0.889
H 2.183 2.030 -0.806
H 2.386 -1.693 -1.223
H 3.784 -0.652 -1.527
H 2.247 -0.644 -3.386
H 2.509 0.955 -2.707
H 0.017 -0.963 -4.033
H -1.244 -0.718 -2.819
H 0.082 -1.869 -2.515
H 0.871 1.019 -4.856
H 0.260 3.212 -5.757
H -0.752 4.942 -4.290
H -1.129 4.439 -1.895
H 4.754 -1.393 0.080
H 5.882 -2.068 2.122
H 4.873 -1.587 4.332
H 2.630 -0.538 4.453
O -2.045 0.005 1.269
C -2.647 -1.148 1.881
C -3.350 -2.042 0.871
C -2.439 -2.353 -0.319
C -1.208 -3.081 0.118
C -1.250 -4.437 0.414
C -0.105 -5.090 0.835
C 1.066 -4.357 0.973
C 1.037 -3.014 0.670
N -0.067 -2.382 0.238
H -2.735 0.626 1.004
H -3.341 -0.826 2.657
H -1.822 -1.681 2.355
H -4.261 -1.569 0.501
H -3.638 -2.963 1.380
H -2.147 -1.420 -0.806
H -2.995 -2.949 -1.043
H -2.181 -4.978 0.317
H -0.124 -6.150 1.049
H 1.978 -4.813 1.329
H 1.928 -2.413 0.782
```

Its lowest unoccupied orbital energy (spin up / spin down) is -7.63 / -9.32 eV. Its total charge is +2. Its spin multiplicity is 2. The value obtained for the total energy is -2071.5811 a.u. As for the HOMO energy (spin up / spin down): -13.73 / -12.96 eV. As for the expectation value of S²: 0.768. Its HOMO-LUMO gap (spin up / spin down) is 6.11 / 3.63 eV.

---

An isolated molecule of C24H31N3O4, computed with ωB97M-V/def2-TZVPD.

The geometry in XYZ format:
```
62
Properties=species:S:1:pos:R:3
C 6.679 0.103 -5.573
C 7.645 0.668 -4.535
O 7.679 -0.097 -3.349
C 6.647 -0.022 -2.462
C 5.583 0.871 -2.525
C 4.605 0.853 -1.548
C 4.661 -0.049 -0.492
N 3.630 -0.025 0.451
C 3.367 -0.886 1.464
O 4.057 -1.820 1.808
C 2.064 -0.522 2.182
N 1.131 0.127 1.280
C 0.559 -0.812 0.328
C -0.260 -0.044 -0.703
N -1.335 0.658 -0.029
C -2.223 1.331 -0.959
C -3.456 1.903 -0.267
O -3.726 3.082 -0.376
C -4.308 0.969 0.486
C -4.017 -0.390 0.643
C -4.877 -1.209 1.334
C -6.062 -0.707 1.887
O -6.838 -1.608 2.528
C -8.068 -1.192 3.093
C -8.732 -2.417 3.702
C -6.355 0.649 1.742
C -5.483 1.465 1.053
C -0.784 1.582 0.944
C 0.054 0.821 1.965
C 5.731 -0.939 -0.421
C 6.705 -0.921 -1.395
H 6.948 -0.924 -5.804
H 6.729 0.696 -6.483
H 5.658 0.114 -5.200
H 7.412 1.718 -4.315
H 8.668 0.619 -4.918
H 5.500 1.591 -3.325
H 3.782 1.552 -1.610
H 2.903 0.669 0.305
H 2.321 0.176 2.985
H 1.659 -1.434 2.646
H -0.093 -1.542 0.835
H 1.366 -1.355 -0.169
H 0.402 0.653 -1.249
H -0.691 -0.744 -1.423
H -1.721 2.162 -1.487
H -2.562 0.605 -1.705
H -3.105 -0.794 0.237
H -4.665 -2.259 1.462
H -7.889 -0.432 3.866
H -8.711 -0.759 2.315
H -8.089 -2.846 4.466
H -9.682 -2.139 4.149
H -8.904 -3.166 2.934
H -7.255 1.071 2.161
H -5.703 2.516 0.933
H -0.154 2.347 0.456
H -1.608 2.087 1.451
H -0.597 0.118 2.512
H 0.486 1.526 2.679
H 5.784 -1.641 0.393
H 7.537 -1.605 -1.351
```

Its lowest unoccupied orbital energy is 0.40 eV. Its total charge is 0. Its spin multiplicity is 1. The value obtained for the total energy is -1398.3658 a.u. The structure (SMILES) is CCOc1ccc(NC(=O)CN2CCN(CC(=O)c3ccc(OCC)cc3)CC2)cc1. As for the relative energy (zero: lowest compared OMol25 entry of this formula, charge and spin): 43.2 kcal/mol. As for the HOMO energy: -7.82 eV. Its HOMO-LUMO gap is 8.22 eV.

---

An isolated ion of composition C6H12N2O2 and charge +2 at a distorted geometry, computed with ωB97M-V/def2-TZVPD.

The geometry in XYZ format:
```
22
Properties=species:S:1:pos:R:3
N 2.857 0.814 0.164
C 1.513 0.255 0.068
C 0.498 1.102 -0.048
C -1.165 0.528 0.263
N -2.057 0.908 -0.925
O -1.600 1.247 1.318
C -1.155 -1.040 0.445
O -1.960 -1.541 -0.586
C 0.231 -1.772 0.354
C 1.389 -1.146 0.196
H 3.093 0.814 1.171
H 2.986 1.681 -0.226
H 3.592 0.357 -0.383
H 0.698 2.140 0.074
H -2.184 -0.136 -1.156
H -1.658 1.545 -1.740
H -3.059 1.287 -0.840
H -1.607 0.806 2.136
H -1.680 -1.129 1.477
H -2.137 -2.436 -0.553
H 0.113 -2.866 0.269
H 2.326 -1.646 0.361
```

Its lowest unoccupied orbital energy is -7.90 eV. Its total charge is +2. Its spin multiplicity is 1. The value obtained for the total energy is -495.0870 a.u. The structure (SMILES) is [NH3+]C1=C[C@]([NH3+])(O)[C@@H](O)C=C1. As for the relative energy (zero: lowest compared OMol25 entry of this formula, charge and spin): 35.0 kcal/mol. As for the HOMO energy: -17.32 eV. Its HOMO-LUMO gap is 9.42 eV.

---

An isolated molecule of C21H27ClN4O2, computed with ωB97M-V/def2-TZVPD.

The geometry in XYZ format:
```
55
Properties=species:S:1:pos:R:3
C -6.057 -0.325 1.247
O -5.278 -1.334 0.653
C -4.097 -0.986 0.070
C -3.379 -2.026 -0.521
C -2.170 -1.783 -1.138
C -1.631 -0.499 -1.184
C -0.325 -0.184 -1.886
C 0.769 -1.227 -1.584
N 0.948 -1.403 -0.159
C 1.768 -0.553 0.535
O 2.548 0.198 -0.005
N 1.634 -0.698 1.903
C 2.358 -0.071 2.914
C 2.068 -0.414 4.235
C 2.744 0.176 5.284
C 3.722 1.120 5.017
Cl 4.573 1.863 6.328
C 4.022 1.473 3.711
C 3.344 0.881 2.663
N -0.451 0.018 -3.326
C -1.065 1.285 -3.676
C -0.895 1.532 -5.171
N -1.537 0.470 -5.921
C -1.475 0.704 -7.346
C -0.938 -0.799 -5.555
C -1.114 -1.043 -4.059
C -2.353 0.527 -0.589
C -3.571 0.300 0.030
H -5.529 0.157 2.076
H -6.945 -0.825 1.629
H -6.357 0.434 0.517
H -3.795 -3.020 -0.485
H -1.643 -2.612 -1.587
H 0.050 0.766 -1.485
H 0.540 -2.199 -2.021
H 1.714 -0.867 -1.993
H 0.159 -1.812 0.319
H 0.966 -1.382 2.228
H 1.305 -1.152 4.442
H 2.516 -0.095 6.302
H 4.785 2.208 3.513
H 3.573 1.149 1.645
H -0.567 2.084 -3.123
H -2.141 1.298 -3.432
H -1.364 2.482 -5.439
H 0.183 1.593 -5.402
H -2.003 -0.098 -7.861
H -1.969 1.648 -7.573
H -0.443 0.747 -7.727
H -1.437 -1.595 -6.114
H 0.140 -0.821 -5.797
H -0.660 -2.001 -3.805
H -2.193 -1.086 -3.833
H -1.956 1.532 -0.604
H -4.093 1.131 0.477
```

Its lowest unoccupied orbital energy is 0.47 eV. Its total charge is 0. Its spin multiplicity is 1. The value obtained for the total energy is -1646.1378 a.u. The structure (SMILES) is COc1ccc([C@@H](CNC(=O)Nc2ccc(Cl)cc2)N2CCN(C)CC2)cc1. As for the relative energy (zero: lowest compared OMol25 entry of this formula, charge and spin): 27.1 kcal/mol. As for the HOMO energy: -8.20 eV. Its HOMO-LUMO gap is 8.67 eV.

---

C23H19N8O4PtSSe as an isolated structure at a distorted geometry, computed with ωB97M-V/def2-TZVPD.

The geometry in XYZ format:
```
57
Properties=species:S:1:pos:R:3
Pt -0.221 -0.102 0.525
N -3.311 5.765 -3.720
C -2.433 4.737 -3.424
C -1.269 4.974 -2.693
C -0.435 3.932 -2.335
C -0.752 2.644 -2.724
C -1.892 2.392 -3.466
C -2.735 3.429 -3.811
S 0.295 1.260 -2.277
O 1.239 1.716 -1.292
O 0.811 0.664 -3.480
N -0.709 0.291 -1.445
C -1.647 -0.581 -1.765
N -2.151 -0.736 -2.995
C -3.055 -1.686 -3.146
C -3.509 -2.489 -2.111
C -2.982 -2.207 -0.855
N -2.088 -1.267 -0.681
H -2.916 6.691 -3.702
H -3.929 5.586 -4.496
H -1.027 5.988 -2.413
H 0.460 4.105 -1.757
H -2.094 1.372 -3.757
H -3.627 3.237 -4.393
H -3.433 -1.802 -4.154
H -4.231 -3.275 -2.262
H -3.278 -2.742 0.038
Se 0.405 -0.430 2.764
C 2.017 -1.216 2.585
N 3.045 -1.733 2.573
O -0.298 -2.917 0.925
C 0.710 -2.674 0.280
O 1.108 -1.536 -0.093
H 1.389 -3.506 -0.029
C -3.587 2.379 0.617
C -2.780 1.274 0.874
N -1.441 1.405 0.914
C -0.881 2.596 0.849
C -1.626 3.789 0.711
C -3.018 3.621 0.489
C -1.038 5.070 0.713
C 0.121 5.473 1.349
C 0.829 4.818 2.369
C 1.919 5.471 3.016
C 2.507 4.838 4.073
N 2.097 3.639 4.522
C 1.084 3.096 3.867
N 0.450 3.603 2.848
H -4.655 2.242 0.528
H -3.188 0.282 1.007
H 0.200 2.622 0.837
H -3.619 4.485 0.249
H -1.603 5.845 0.210
H 0.469 6.478 1.141
H 2.230 6.454 2.687
H 3.331 5.283 4.621
H 0.740 2.130 4.219
```

Its lowest unoccupied orbital energy (spin up / spin down) is 2.43 / 0.26 eV. Its total charge is -1. Its spin multiplicity is 3. The value obtained for the total energy is -4545.8374 a.u. As for the relative energy (zero: lowest compared OMol25 entry of this formula, charge and spin): 22.3 kcal/mol. As for the HOMO energy (spin up / spin down): -2.48 / -4.98 eV. As for the expectation value of S²: 2.040. Its HOMO-LUMO gap (spin up / spin down) is 4.91 / 5.25 eV.

---

C27H66BF4IO14Si2 as an isolated structure at a distorted geometry, computed with ωB97M-V/def2-TZVPD.

The geometry in XYZ format:
```
115
Properties=species:S:1:pos:R:3
C 5.608 -6.404 2.000
C 5.102 -7.218 3.207
C 5.381 -6.367 4.470
C 3.596 -7.594 3.108
C 2.746 -6.447 2.535
Si 0.886 -6.680 2.651
F 0.400 -6.919 1.114
O 0.090 -5.271 3.115
Si 0.304 -4.602 4.614
I 1.849 -5.666 6.164
C 0.844 -2.773 4.427
O 1.223 -2.455 3.064
C 2.456 -1.974 2.973
F 2.676 -1.627 1.720
F 2.656 -0.889 3.694
F 3.364 -2.907 3.268
B 0.271 -8.330 3.594
O -0.950 -8.840 3.208
O 0.939 -8.975 4.602
H 5.134 -6.730 1.068
H 5.281 -5.369 2.139
H 6.692 -6.424 1.879
H 5.697 -8.129 3.322
H 5.085 -5.325 4.320
H 4.894 -6.767 5.362
H 6.464 -6.377 4.634
H 3.502 -8.521 2.532
H 3.314 -7.867 4.131
H 3.044 -5.501 3.007
H 3.015 -6.330 1.479
H -1.015 -4.567 5.275
H 0.076 -2.102 4.824
H 1.730 -2.632 5.055
H -1.515 -8.133 2.866
H 0.300 -9.136 5.314
C -0.081 -0.428 1.300
O -1.498 -0.359 1.218
C -2.006 0.939 1.488
C -2.300 1.702 0.209
O -1.118 1.960 -0.536
C -0.905 1.028 -1.585
H 0.241 -1.322 0.773
H 0.402 0.440 0.845
H 0.224 -0.508 2.343
H -1.319 1.500 2.129
H -2.944 0.808 2.038
H -2.728 2.674 0.473
H -3.033 1.168 -0.405
H -1.523 1.291 -2.452
H -1.130 0.004 -1.279
H 0.144 1.080 -1.874
C -6.239 2.400 -3.692
O -5.527 3.488 -3.128
C -4.132 3.243 -3.018
C -3.352 3.858 -4.163
O -3.684 3.265 -5.411
C -4.630 4.021 -6.149
H -7.200 2.775 -4.043
H -5.709 1.954 -4.536
H -6.420 1.634 -2.930
H -3.935 2.168 -2.945
H -3.799 3.708 -2.085
H -2.286 3.673 -3.997
H -3.501 4.941 -4.200
H -4.129 4.849 -6.661
H -5.427 4.416 -5.516
H -5.074 3.363 -6.896
C -0.360 -3.721 0.241
O -1.444 -4.134 -0.576
C -2.003 -3.068 -1.328
C -1.470 -3.033 -2.747
O -0.076 -2.760 -2.786
C 0.716 -3.929 -2.915
H 0.209 -4.606 0.523
H 0.304 -3.025 -0.278
H -0.740 -3.250 1.153
H -1.832 -2.110 -0.824
H -3.083 -3.237 -1.367
H -1.969 -2.222 -3.287
H -1.692 -3.970 -3.268
H 0.738 -4.252 -3.962
H 0.349 -4.747 -2.292
H 1.730 -3.683 -2.603
C 1.350 7.839 -6.736
O 1.849 7.448 -5.468
C 0.881 7.549 -4.434
C 0.227 6.213 -4.133
O -0.529 5.730 -5.235
C 0.181 4.779 -6.014
H 2.014 7.429 -7.497
H 0.340 7.465 -6.916
H 1.354 8.931 -6.821
H 0.128 8.303 -4.684
H 1.408 7.886 -3.536
H -0.472 6.349 -3.302
H 0.975 5.475 -3.827
H 0.137 3.795 -5.534
H 1.224 5.064 -6.163
H -0.304 4.716 -6.987
C 0.376 6.178 5.371
O 1.294 6.146 4.290
C 1.504 4.839 3.778
C 0.668 4.569 2.541
O -0.725 4.582 2.826
C -1.336 5.822 2.509
H 0.024 7.204 5.480
H -0.485 5.530 5.201
H 0.878 5.882 6.298
H 1.310 4.087 4.549
H 2.561 4.771 3.502
H 0.908 3.567 2.172
H 0.904 5.285 1.748
H -1.540 5.874 1.434
H -0.719 6.673 2.802
H -2.282 5.876 3.048
```

Its lowest unoccupied orbital energy is 0.17 eV. Its total charge is 0. Its spin multiplicity is 1. The value obtained for the total energy is -3422.7781 a.u. As for the relative energy (zero: lowest compared OMol25 entry of this formula, charge and spin): 7.8 kcal/mol. As for the HOMO energy: -8.98 eV. Its HOMO-LUMO gap is 9.16 eV.

---

A 3-piece molecular cluster, C40H26F5NO5 overall at a distorted geometry, computed with ωB97M-V/def2-TZVPD.

The geometry in XYZ format:
```
77
Properties=species:S:1:pos:R:3
O -0.059 -0.076 1.535
C -0.757 -1.092 1.829
C -0.531 -1.918 3.219
C -2.107 -2.285 3.460
C -2.414 -2.741 1.944
C -3.783 -3.488 1.608
F -3.762 -3.747 0.183
F -3.787 -4.781 2.239
C -5.109 -2.661 1.903
C -6.434 -3.491 2.065
C -7.811 -2.785 2.314
C -7.907 -1.225 2.408
C -6.575 -0.427 2.268
C -6.537 1.185 2.331
F -7.516 1.697 3.229
F -5.258 1.676 2.686
F -6.823 1.626 0.991
C -5.220 -1.126 2.020
N -1.893 -1.674 1.043
H -0.174 -1.321 4.120
H 0.128 -2.842 2.997
H -2.313 -3.072 4.268
H -2.528 -1.247 3.756
H -1.638 -3.584 1.769
H -6.471 -4.632 2.001
H -8.795 -3.351 2.417
H -8.906 -0.704 2.559
H -4.286 -0.485 1.923
H -2.459 -0.818 0.921
O 2.931 -2.478 -5.232
C 1.792 -2.165 -4.929
C 1.509 -1.526 -3.624
C 2.560 -1.261 -2.743
C 2.308 -0.624 -1.532
C 1.008 -0.250 -1.196
C -0.042 -0.529 -2.064
C 0.205 -1.173 -3.276
C -0.923 -1.481 -4.184
O -2.069 -1.222 -3.857
C -0.638 -2.102 -5.497
C -1.690 -2.365 -6.377
C -1.429 -2.917 -7.626
C -0.119 -3.208 -8.001
C 0.929 -2.961 -7.121
C 0.671 -2.412 -5.864
H 3.575 -1.545 -3.002
H 3.127 -0.414 -0.851
H 0.814 0.258 -0.257
H -1.053 -0.239 -1.794
H -2.712 -2.136 -6.093
H -2.247 -3.117 -8.311
H 0.084 -3.631 -8.980
H 1.947 -3.193 -7.418
O 4.224 1.471 0.660
C 4.416 2.548 1.197
C 5.484 3.450 0.711
C 6.262 3.071 -0.384
C 7.241 3.929 -0.871
C 7.447 5.169 -0.269
C 6.685 5.542 0.833
C 5.706 4.681 1.329
C 4.913 5.080 2.514
O 5.145 6.132 3.087
C 3.832 4.188 2.988
C 3.054 4.569 4.081
C 2.014 3.753 4.513
C 1.748 2.555 3.855
C 2.530 2.164 2.774
C 3.579 2.978 2.340
H 6.103 2.109 -0.861
H 7.842 3.634 -1.726
H 8.202 5.843 -0.658
H 6.853 6.507 1.301
H 3.253 5.504 4.595
H 1.407 4.054 5.361
H 0.930 1.923 4.186
H 2.318 1.227 2.268
```

Its lowest unoccupied orbital energy is -0.98 eV. Its total charge is 0. Its spin multiplicity is 1. The value obtained for the total energy is -2470.0313 a.u. The structure (SMILES) is O=C1CC[C@@H](C(F)(F)c2cccc(C(F)(F)F)c2)N1.O=C1c2ccccc2C(=O)c2ccccc21.O=C1c2ccccc2C(=O)c2ccccc21. As for the HOMO energy: -9.35 eV. Its HOMO-LUMO gap is 8.37 eV.